[1]
Below is 6 unconnected molecules or ions with the total composition C31H53ClFN4O10, with properties calculated with wB97M-V/def2-TZVPD.

- Molar mass: 696.234 g/mol
- E_HOMO: -10.68 eV
- Net charge: +1
- Spin multiplicity: 1
- HOMO-LUMO gap: 7.45 eV
- DFT total energy: -74676.948 eV
- ΔE to the lowest compared entry with this formula, charge and spin: 0.0 kcal/mol

Last column: Löwdin charge in e.
Geometry (Å):
1 Cl -0.51018 0.65223 -2.78442  0.71
2 F -2.59235 -3.32571 -5.63594  -0.04
3 O -6.26748 -0.77913 7.54774  0.11
4 O -2.08740 2.25242 3.45257  0.12
5 O 8.13170 -0.06076 -4.80946  -0.02
6 O 9.11290 -1.93184 -4.06320  0.14
7 O -3.77555 2.39202 1.98793  0.03
8 O -4.52137 0.16027 6.50870  0.03
9 O -3.13199 4.42815 8.44197  0.12
10 O -8.70742 -6.95692 6.45586  0.12
11 O -0.93372 4.50530 8.88365  0.03
12 O -9.67776 -4.99705 5.96082  0.02
13 N 2.77294 -0.21735 -6.38476  0.21
14 N 2.35175 0.95014 -1.92536  0.07
15 N 0.86870 0.00520 -5.00563  -0.01
16 N 2.80811 0.87042 -4.28196  0.13
17 C -2.07385 3.87507 8.51126  -0.49
18 C -5.59250 1.91336 5.35736  -0.14
19 C -0.83345 -1.83724 -5.31184  -0.17
20 C 5.01361 -2.20675 -5.65238  -0.23
21 C -1.77568 2.42770 8.17640  -0.09
22 C -4.24196 1.40833 5.83984  -0.15
23 C -1.86450 -2.34571 -6.29447  -0.20
24 C -0.07019 -0.67056 -5.91956  -0.12
25 C 10.47957 -0.15436 -5.01628  -0.06
26 C -6.53199 1.37470 6.43571  -0.07
27 C -3.98330 2.10013 0.59468  -0.15
28 C 5.11407 -0.67857 -5.63702  -0.19
29 C -2.48597 2.16080 2.32905  -0.48
30 C 4.56215 1.45475 -6.87932  -0.03
31 C 8.54957 1.13763 -5.49444  -0.16
32 C 4.22228 -0.01715 -6.65608  -0.32
33 C -8.21995 -3.50883 7.05917  -0.15
34 C 10.02597 1.29765 -5.16025  -0.15
35 C -5.81446 0.12241 6.90169  -0.48
36 C 2.23883 0.18977 -3.13269  -0.42
37 C 9.21648 -0.84920 -4.55390  -0.47
38 C 0.79264 -0.24442 -3.59082  -0.59
39 C -1.69500 1.74789 1.10213  -0.07
40 C 2.16424 0.17011 -5.32647  -0.28
41 C -0.41021 2.21097 8.82394  -0.15
42 C 5.64866 -2.79355 -4.39156  -0.08
43 C -2.60259 2.19884 -0.03971  -0.16
44 C -7.54308 -4.87224 6.94242  -0.07
45 C 0.18670 3.61090 8.76762  -0.15
46 C -9.30555 -3.60757 5.99837  -0.16
47 C -8.67143 -5.76211 6.45483  -0.49
48 H -8.67540 -3.40909 8.04525  0.12
49 H -3.78422 2.08934 6.55310  0.10
50 H 6.13285 -0.41963 -5.89980  0.10
51 H 0.72442 -1.27208 -3.27088  0.11
52 H -0.54105 1.90535 9.86273  0.12
53 H 4.81471 1.89029 -5.91899  0.08
54 H 8.37964 0.99999 -6.56580  0.12
55 H 3.73152 1.97605 -7.33570  0.08
56 H -6.75149 -4.87383 6.19161  0.13
57 H 0.20472 1.46151 8.32968  0.12
58 H 2.02079 0.36490 -1.16247  0.09
59 H 3.34087 1.08278 -1.72860  0.10
60 H -7.51789 1.13003 6.05066  0.12
61 H -10.18388 -3.01197 6.23589  0.12
62 H 7.94788 1.97426 -5.14499  0.12
63 H -1.73449 2.32685 7.09163  0.12
64 H 5.43081 1.52587 -7.51292  0.08
65 H -2.38574 3.23773 -0.29220  0.12
66 H -0.72579 2.23831 1.08853  0.12
67 H 5.56248 -2.55829 -6.51548  0.11
68 H -4.40858 1.09774 0.51213  0.13
69 H 3.97098 -2.51562 -5.69623  0.10
70 H 4.41411 -0.51377 -7.59768  0.15
71 H -5.62518 2.99360 5.23544  0.12
72 H 0.68866 3.81033 7.81819  0.13
73 H 10.57432 1.86421 -5.90942  0.12
74 H 4.95420 -0.33288 -4.62352  0.11
75 H 0.42073 -1.04036 -6.81156  0.12
76 H -8.94466 -3.32233 5.00690  0.12
77 H -1.36826 -1.57510 -4.40933  0.10
78 H -0.78156 0.06606 -6.27497  0.14
79 H -7.54975 -2.66525 6.91550  0.09
80 H -0.13004 -2.64395 -5.14543  0.13
81 H 10.13399 1.81175 -4.20469  0.12
82 H 4.91952 -2.82723 -3.58871  0.07
83 H -2.53904 1.77204 8.58655  0.13
84 H -4.69053 2.81538 0.18308  0.13
85 H 6.05029 -3.78152 -4.56636  0.08
86 H -2.50645 1.60547 -0.94684  0.07
87 H 10.78451 -0.58727 -5.96991  0.14
88 H -7.15509 -5.23113 7.89086  0.12
89 H -3.54924 1.23365 5.02360  0.10
90 H 2.73540 -0.78094 -3.02616  0.15
91 H -1.56540 0.66451 1.12146  0.13
92 H 2.40486 1.81026 -4.27085  0.17
93 H -2.56756 -1.56322 -6.56340  0.13
94 H -5.83634 1.45886 4.39532  0.11
95 H 2.24062 -0.68893 -7.10397  0.16
96 H 0.88160 3.80743 9.58030  0.12
97 H -6.62095 2.05778 7.28152  0.13
98 H 11.27187 -0.27562 -4.28418  0.13
99 H -1.41060 -2.82251 -7.15754  0.13
100 H 6.47284 -2.15997 -4.08753  0.05

[2]
Below is a molecular structure, C31H54CaCl2N6O2Sb, with properties calculated with wB97M-V/def2-TZVPD.

- Molar mass: 775.557 g/mol
- E_HOMO: -10.09 eV
- Net charge: +1
- Spin multiplicity: 1
- HOMO-LUMO gap: 7.73 eV
- DFT total energy: -96078.781 eV

Last column: Löwdin charge in e.
Geometry (Å):
1 Sb -0.27442 -0.36221 1.74306  1.59
2 Ca -0.36918 -0.30336 -1.41352  1.25
3 Cl -5.04269 0.20244 -2.95748  0.73
4 Cl -6.25917 -5.01832 -2.54171  0.68
5 O -2.36338 -0.67149 -2.15330  -0.27
6 O -0.61128 -2.58522 -1.17534  -0.18
7 N -1.76541 3.39699 -0.98740  -0.11
8 N -0.20587 2.02290 -2.00793  -0.03
9 N 2.01345 -0.21050 -2.16912  -0.02
10 N 3.08871 -2.25995 -2.33493  -0.10
11 N 4.29948 -0.64240 -1.45910  -0.09
12 N 0.03595 4.41945 -1.82704  -0.07
13 C 2.00694 -2.98767 -2.93540  -0.03
14 C -4.54836 -1.41863 -2.60473  -0.57
15 C -2.08314 -1.20816 2.59436  -0.71
16 C -0.76977 5.47338 -1.21838  -0.12
17 C -2.05138 -2.73009 2.45565  -0.12
18 C -5.45445 -2.44047 -2.69764  -0.11
19 C -2.33159 -0.86276 4.05760  -0.11
20 C 0.32533 1.66091 4.09940  -0.10
21 C -1.37816 2.35897 2.40608  -0.12
22 C 3.07522 -0.94431 -1.99571  -0.37
23 C -3.79533 -4.02929 -2.01646  -0.06
24 C -2.85306 -2.98158 -1.90845  -0.13
25 C 1.44214 -1.75602 3.97298  -0.10
26 C -0.57137 3.20918 -1.64534  -0.38
27 C -3.19637 -1.63367 -2.22152  -0.41
28 C 1.38034 -1.57988 2.45898  -0.71
29 C 4.28947 -2.92647 -1.87908  -0.11
30 C -2.12441 4.80450 -1.04698  -0.12
31 C -1.55224 -3.34647 -1.43087  -0.19
32 C 2.16095 1.24405 -2.27210  -0.25
33 C 0.91153 1.84455 -2.93251  -0.23
34 C -2.83466 2.43393 -1.13121  -0.06
35 C 1.46771 4.63148 -1.89070  -0.03
36 C -0.05888 1.61023 2.62677  -0.71
37 C -5.07921 -3.75795 -2.40783  -0.67
38 C -3.23480 -0.68499 1.72726  -0.12
39 C 5.22924 -1.74735 -1.65183  -0.11
40 C 2.66526 -0.90566 1.96884  -0.13
41 C 1.00490 2.35747 1.81062  -0.13
42 C 4.83314 0.64439 -1.08140  -0.04
43 C 1.31500 -2.95970 1.79947  -0.12
44 H -4.18058 -1.08163 2.10368  0.09
45 H -3.66163 2.74423 -0.49254  0.10
46 H 5.66472 0.46699 -0.39860  0.10
47 H -3.13836 -1.01068 0.68754  0.06
48 H 4.10659 -3.49389 -0.95789  0.13
49 H 0.30929 2.70230 4.42932  0.09
50 H 0.51676 -2.16002 4.38464  0.07
51 H -1.68940 2.35206 1.35682  0.05
52 H -1.40012 -4.42724 -1.26265  0.14
53 H -0.81237 6.35622 -1.85819  0.13
54 H 1.47983 -3.60697 -2.20673  0.08
55 H 1.17837 -2.90528 0.71867  0.05
56 H -0.35642 1.10365 4.74123  0.07
57 H 3.03637 1.52891 -2.86485  0.12
58 H 1.33637 1.28757 4.27114  0.07
59 H 2.82473 0.07630 2.41429  0.06
60 H 4.65686 -3.61388 -2.64242  0.13
61 H 3.52198 -1.52542 2.24535  0.09
62 H 2.26011 1.71531 -1.28567  0.08
63 H 1.66555 -0.82633 4.49517  0.07
64 H -3.49804 -5.04046 -1.77797  0.12
65 H 0.52935 -3.58978 2.20892  0.07
66 H 1.15603 2.76580 -3.46864  0.11
67 H -2.52846 1.44018 -0.81174  0.04
68 H -3.22065 -1.39929 4.39876  0.09
69 H -1.50531 -1.16301 4.70358  0.07
70 H 2.23820 -2.46333 4.21797  0.09
71 H 1.05058 3.39572 2.15307  0.09
72 H -6.47092 -2.22692 -2.99999  0.11
73 H -2.19500 1.97722 3.01291  0.06
74 H 2.40003 -3.62301 -3.73206  0.10
75 H 2.00980 3.75906 -1.53346  0.07
76 H 2.00374 1.93635 1.92571  0.06
77 H -3.31246 0.40315 1.72878  0.06
78 H 1.30183 -2.28107 -3.37235  0.08
79 H -3.17994 2.34873 -2.16514  0.08
80 H -2.64013 5.11985 -0.13990  0.13
81 H 2.26428 -3.46870 1.98836  0.09
82 H 5.21145 1.21556 -1.93358  0.10
83 H 4.09512 1.23320 -0.54385  0.07
84 H 1.80134 4.87472 -2.90044  0.10
85 H -2.78186 4.99589 -1.90433  0.13
86 H -1.73849 -3.06268 1.46199  0.06
87 H -1.23169 3.40622 2.68466  0.09
88 H 0.59189 1.14114 -3.71290  0.12
89 H 0.76087 2.37603 0.74407  0.05
90 H -2.51896 0.19655 4.22290  0.07
91 H 2.68264 -0.79246 0.88085  0.06
92 H 5.88338 -1.56700 -2.51239  0.13
93 H -1.39268 -3.19133 3.19358  0.07
94 H 1.72257 5.46719 -1.23693  0.10
95 H -3.05747 -3.11727 2.63147  0.09
96 H 5.84940 -1.87069 -0.76323  0.13
97 H -0.33528 5.76205 -0.25304  0.13

> What is the E_HOMO in the second record?

-10.09 eV